This record from OMol25 describes 7 unconnected molecules or ions with the total composition C25H42O15 in a non-equilibrium geometry. The level of theory is ωB97M-V/def2-TZVPD.

Properties
HOMO energy ... -0.3555 Ha
DFT total energy ... -57318.39361 eV
SMILES ... C[C@H]1COC(=O)O1.C[C@H]1COC(=O)O1.C[C@H]1COC(=O)O1.C[C@H]1COC(=O)O1.CC(C)=O.CC(C)=O.CC(C)=O
HOMO-LUMO gap ... 10.0 eV
2S+1 ... 1
Net charge ... 0

Cartesian coordinates (Å):
C: -0.52566 1.04986 2.12425
C: -0.52159 0.77408 0.65372
O: -1.19457 1.46919 -0.11076
C: 0.24664 -0.45405 0.10731
H: -1.23691 1.83700 2.48225
H: 0.43228 1.26710 2.63388
H: -0.88778 0.16788 2.65590
H: -0.38448 -1.31481 0.20215
H: 1.18621 -0.67831 0.68665
H: 0.48034 -0.24255 -0.92635
C: -3.39678 -0.90495 0.68505
C: -4.58001 -0.64865 1.53373
O: -4.73898 0.38385 2.15209
C: -5.69833 -1.75470 1.41662
H: -2.45564 -0.80026 1.26883
H: -3.40519 -0.19630 -0.09052
H: -3.34329 -1.84766 0.19122
H: -5.24860 -2.76455 1.43313
H: -6.11676 -1.73803 0.40912
H: -6.43196 -1.64613 2.20825
C: -2.67120 1.58676 -5.39790
C: -2.20336 0.76950 -4.21765
O: -1.17784 0.12714 -4.33983
C: -3.02318 0.86408 -2.92881
H: -3.00840 0.98549 -6.21082
H: -1.73719 1.91091 -5.82212
H: -3.38940 2.36062 -5.14852
H: -2.84913 1.85261 -2.48077
H: -2.73562 0.07011 -2.22444
H: -4.11029 0.82951 -3.20719
C: -4.41910 3.57018 -0.32816
C: -3.59611 4.84650 -0.25331
C: -2.22593 4.58134 0.40639
O: -1.27731 5.37485 -0.31733
C: -1.81117 5.56670 -1.53556
O: -1.28499 6.18644 -2.45889
O: -3.09643 5.15698 -1.57099
H: -3.73548 2.81109 -0.76876
H: -5.29510 3.72115 -0.93239
H: -4.77720 3.28951 0.66227
H: -4.05925 5.72682 0.13148
H: -1.95124 3.55519 0.29946
H: -2.11115 4.88895 1.42132
C: 2.90206 -5.96239 3.55791
C: 1.92797 -5.30695 2.63895
C: 0.57522 -4.97468 3.31137
O: 0.75599 -3.65516 3.66822
C: 1.79597 -3.10013 3.01111
O: 2.08315 -1.96843 3.03672
O: 2.43414 -4.00362 2.28252
H: 3.85814 -5.95506 3.07626
H: 2.65103 -7.00954 3.65243
H: 3.03623 -5.51886 4.50233
H: 1.77473 -5.88850 1.71291
H: 0.36997 -5.48819 4.26503
H: -0.28472 -5.15325 2.62898
C: 4.39007 2.91751 -0.11446
C: 5.58616 3.86924 -0.13022
C: 5.54644 4.76469 1.10721
O: 6.69538 4.30696 1.92604
C: 7.45328 3.50006 1.12610
O: 8.53711 3.08967 1.34899
O: 6.86430 3.27767 -0.08356
H: 3.47691 3.49454 -0.25307
H: 4.33426 2.39261 0.81338
H: 4.53553 2.21047 -0.91925
H: 5.54585 4.47699 -1.10078
H: 4.63277 4.81005 1.67208
H: 5.83753 5.79439 0.73841
C: 1.62031 -2.41052 -2.77746
C: 1.21913 -3.75836 -2.22194
C: 2.13328 -4.42550 -1.18596
O: 1.18048 -5.03355 -0.29459
C: 0.04409 -4.34855 -0.34604
O: -0.84996 -4.43687 0.46154
O: 0.01041 -3.49018 -1.39055
H: 2.51090 -2.65841 -3.43178
H: 1.93262 -1.70890 -1.98465
H: 0.86369 -2.00045 -3.51124
H: 0.94263 -4.37958 -3.07476
H: 2.66297 -3.63650 -0.59035
H: 2.78108 -5.22316 -1.62186

---

This record from OMol25 describes a molecular structure, C8H19ClILuNO2P in a non-equilibrium geometry. The level of theory is ωB97M-V/def2-TZVPD.

Properties
HOMO energy ... -0.5682 Ha
DFT total energy ... -77708.18137 eV
ΔE to the lowest compared entry with this formula, charge and spin ... 10.6 kcal/mol
HOMO-LUMO gap ... 7.2 eV
2S+1 ... 1
Net charge ... +2

Cartesian coordinates (Å):
C: -0.72591 1.66661 -1.17355
I: -1.24440 0.94879 1.78570
H: -0.63979 0.46916 -1.14018
H: 0.27296 2.06422 -1.39300
H: -1.43267 1.94425 -1.97064
Lu: 0.39398 -1.18288 0.03244
P: -2.65013 -0.80048 -0.78210
C: -4.01043 0.34316 -0.35195
C: -3.06313 -1.03653 -2.54150
H: -2.44033 -3.12763 -0.17741
H: -4.15015 -2.66526 -0.48131
H: -3.35127 -2.20469 1.07462
C: -3.20704 -2.35274 -0.00662
H: -2.30705 -1.69219 -2.99193
H: -4.06351 -1.49140 -2.63577
H: -4.97892 -0.06020 -0.69278
H: -3.86409 1.32523 -0.82694
H: -3.04510 -0.06330 -3.05895
H: -4.07630 0.49912 0.73163
C: -1.29591 2.31978 0.05385
O: -1.61371 3.48143 0.16905
Cl: 0.44858 -3.01967 -1.49039
C: 4.15654 1.72749 1.06727
N: 4.13849 0.29304 1.42308
C: 5.24130 -0.26945 2.20964
C: 3.13747 -0.48672 1.11112
O: 2.10772 -0.07875 0.42613
H: 5.13018 2.11795 1.39972
H: 3.35270 2.27894 1.57656
H: 4.05632 1.86224 -0.01775
H: 4.89651 -0.57370 3.20555
H: 5.63824 -1.16321 1.71712
H: 6.02326 0.47712 2.31216
H: 3.16557 -1.54974 1.43712

---

This record from OMol25 describes a molecular structure, C13H19BIN2O3S in a non-equilibrium geometry. The level of theory is ωB97M-V/def2-TZVPD.

Properties
HOMO energy ... -0.0611 Ha
DFT total energy ... -42516.33467 eV
HOMO-LUMO gap ... 2.7 eV
2S+1 ... 1
Net charge ... -1

Cartesian coordinates (Å):
C: 2.70891 -2.40185 0.57996
C: 3.51843 -1.11486 0.06648
O: 2.58565 -0.10031 -0.41706
C: 2.78598 1.09975 0.37242
C: 1.89657 2.34567 -0.18216
O: 1.25829 2.02049 -1.45812
C: -0.19119 1.95371 -1.31048
C: -0.72850 0.43323 -1.21188
C: -1.35236 -0.13005 0.09827
B: -1.54079 0.69253 1.47429
O: -0.84671 1.89331 1.85906
C: -2.64548 0.11671 2.56542
C: -4.13681 0.38240 1.95399
C: -1.89488 -1.63369 0.08698
C: -1.81228 -2.51679 -1.19678
C: -1.17416 -1.90915 -2.49136
N: -1.11028 -2.70519 -3.69382
S: -0.36997 -1.56268 -4.76800
N: -0.10475 -0.13002 -3.83235
C: -0.62525 -0.42944 -2.51833
H: 2.06749 -2.80865 -0.27634
H: 1.98663 -2.16122 1.44341
H: 3.47019 -3.22391 0.86954
H: 4.17314 -0.64419 0.88915
H: 4.14711 -1.46303 -0.84516
H: 2.40703 0.86685 1.44300
H: 3.88440 1.47796 0.37207
H: 2.60772 3.28375 -0.36811
H: 1.17841 2.64048 0.66489
H: -0.61253 2.64228 -0.50394
H: -0.61202 2.35285 -2.31756
H: -1.25693 2.21281 2.69158
H: -2.50453 -0.99314 2.79792
H: -2.55689 0.67166 3.57765
H: -4.14368 0.37923 0.80382
H: -4.81987 -0.45365 2.34342
H: -4.53082 1.39412 2.35950
H: -2.39927 -2.12872 0.99098
H: -2.23447 -3.58033 -1.19953
I: 3.52852 3.23110 -1.71283

---

This record from OMol25 describes C16H18N4O2S2 in the gas phase in a non-equilibrium geometry. The level of theory is ωB97M-V/def2-TZVPD.

Properties
HOMO energy ... -0.3010 Ha
DFT total energy ... -48610.20689 eV
ΔE to the lowest compared entry with this formula, charge and spin ... 8.7 kcal/mol
SMILES ... Cc1ccc(C)c(NC(=O)CSc2nnc(NC(=O)C3CC3)s2)c1
HOMO-LUMO gap ... 8.7 eV
2S+1 ... 1
Net charge ... 0

Cartesian coordinates (Å):
C: -4.08154 -3.68153 1.33919
C: -3.80711 -2.52430 0.42768
C: -4.20945 -2.54871 -0.90000
C: -3.96829 -1.46522 -1.72587
C: -3.32589 -0.32744 -1.26327
C: -2.92614 -0.30374 0.07956
C: -3.16592 -1.39138 0.90784
H: -2.84091 -1.35145 1.93444
N: -2.29076 0.85438 0.55533
C: -1.55022 1.01848 1.66960
O: -1.33501 0.19038 2.52619
C: -0.96475 2.42881 1.81363
H: -1.69536 3.07973 2.29622
H: -0.07020 2.38168 2.43510
S: -0.57037 3.23236 0.22331
C: 0.42725 1.97594 -0.45521
N: 0.27245 1.54811 -1.66001
N: 1.13973 0.60767 -2.00638
C: 1.96532 0.30704 -1.05731
N: 2.94263 -0.63816 -1.17842
C: 3.84914 -0.86368 -0.16512
O: 3.77952 -0.24013 0.87248
C: 4.86800 -1.89035 -0.46168
H: 4.79246 -2.36066 -1.43300
C: 6.24653 -1.67916 0.12378
C: 5.36346 -2.72368 0.69892
H: 5.57986 -3.76290 0.50658
H: 4.90956 -2.52763 1.65806
H: 7.09177 -1.97416 -0.47828
H: 6.39286 -0.77404 0.69291
H: 2.98479 -1.13048 -2.05887
S: 1.75148 1.20290 0.42126
H: -2.31980 1.63890 -0.08577
C: -3.06242 0.82963 -2.18197
H: -1.99590 1.05287 -2.24067
H: -3.58635 1.72687 -1.84798
H: -3.41274 0.59478 -3.18351
H: -4.28354 -1.50484 -2.75877
H: -4.71222 -3.42048 -1.29305
H: -3.34668 -3.72537 2.13898
H: -5.06759 -3.57223 1.79209
H: -4.06685 -4.62017 0.78969

---

This record from OMol25 describes 4 unconnected molecules or ions with the total composition C5H19NO3 in a non-equilibrium geometry. The level of theory is ωB97M-V/def2-TZVPD.

Properties
HOMO energy ... -0.3374 Ha
DFT total energy ... -13123.09911 eV
ΔE to the lowest compared entry with this formula, charge and spin ... 77.3 kcal/mol
SMILES ... CC(C)N(C)C.O.O.O
HOMO-LUMO gap ... 9.7 eV
2S+1 ... 1
Net charge ... 0

Cartesian coordinates (Å):
C: 1.35614 1.23841 1.07299
N: 0.49280 1.13877 -0.19690
C: -0.93629 1.29941 0.14691
C: 0.04376 -1.42312 -0.28658
C: 0.76555 -0.19808 -0.85508
C: 0.46612 -0.01742 -2.32427
H: 1.44324 2.37345 1.18594
H: 0.83275 0.78803 1.92202
H: 2.32600 0.78508 1.08756
H: -0.96113 1.98596 1.00932
H: -1.43170 0.40143 0.61434
H: -1.36933 1.71240 -0.76849
H: 0.09726 -2.12774 -1.25504
H: -1.02102 -1.43723 -0.07623
H: 0.44657 -1.71086 0.68456
H: 1.87987 -0.38752 -0.73444
H: 0.73497 -0.92616 -2.84746
H: -0.70712 0.39060 -2.55815
H: 1.28258 0.65760 -2.73728
H: 0.02187 -0.49848 2.47541
H: 0.84206 -0.69996 3.91961
O: 0.20665 -1.05883 3.20786
H: -0.76850 3.57595 -2.16360
H: 0.29657 2.47547 -2.21290
O: -0.54366 2.75008 -2.60899
H: -1.50827 -3.18737 0.36764
H: -0.99308 -2.75967 1.71953
O: -1.54610 -3.53844 1.30390